Entry 1:
ORCA calculation (ωB97M-V/def2-TZVPD) on C21H30AlN2Si as an isolated structure at a distorted geometry.

charge = +1

CARTESIAN COORDINATES (ANGSTROEM)
C (0.7500, -0.9049, 2.7366)
C (1.6486, -1.4878, 1.8306)
C (2.6443, -0.5590, 1.4907)
H (1.6692, -2.5525, 1.5778)
C (2.3412, 0.7019, 2.1115)
C (1.1382, 0.4561, 2.9473)
H (0.8580, 1.1039, 3.8080)
H (-0.0172, -1.4215, 3.3107)
H (3.6186, -0.7870, 1.0393)
H (3.0239, 1.5911, 2.1305)
Al (0.7906, 1.3935, 0.9451)
C (0.4022, 1.4470, -0.8596)
H (1.2291, 2.1925, -0.8712)
H (-0.6475, 1.8115, -0.9591)
H (0.5420, 0.7653, -1.7549)
Si (-0.4659, -1.8709, -0.8685)
C (-2.2194, -1.2893, -1.3994)
C (-3.0884, -2.2776, -0.9411)
H (-2.6862, -3.0853, -0.3509)
C (-4.3767, -2.3940, -1.4323)
H (-4.9631, -3.2299, -1.1301)
C (-4.8878, -1.4126, -2.2601)
H (-5.9128, -1.4942, -2.5972)
C (-4.1057, -0.3438, -2.6306)
H (-4.5301, 0.4168, -3.2678)
C (-2.7705, -0.2514, -2.1920)
H (-2.1428, 0.5601, -2.5655)
C (0.8560, -1.8518, -2.2741)
C (0.5978, -2.9809, -3.1021)
H (-0.4328, -3.2165, -3.4458)
C (1.6266, -3.9301, -3.3572)
H (1.3782, -4.9264, -3.7363)
C (2.9586, -3.5893, -3.1266)
H (3.7202, -4.3418, -3.2535)
C (3.2407, -2.3035, -2.6818)
H (4.2906, -1.9935, -2.6251)
C (2.2178, -1.4130, -2.3009)
H (2.5427, -0.4228, -1.9445)
H (-0.4589, -0.6479, 0.1998)
H (-0.3712, -3.2532, -0.4436)
N (-0.9585, 1.7658, 1.6461)
C (-1.2422, 3.2408, 2.1011)
C (-0.2578, 3.5690, 3.2536)
C (1.2090, 3.7711, 2.8418)
N (1.4711, 3.1791, 1.4273)
H (-1.2899, 1.1144, 2.3675)
H (-1.5801, 1.4847, 0.8564)
H (-1.0773, 3.9344, 1.2547)
H (-2.3183, 3.3563, 2.3507)
H (-0.5783, 4.4712, 3.7968)
H (-0.2774, 2.7642, 3.9931)
H (1.4968, 4.8472, 2.7996)
H (1.8889, 3.2552, 3.5572)
H (2.4883, 3.2497, 1.2518)
H (1.0176, 3.7898, 0.7463)


Entry 2:
ORCA calculation (ωB97M-V/def2-TZVPD) on C21H30AsBaN7O3S as an isolated structure at a distorted geometry.

energy above the lowest of the compared OMol25 structures with the same formula, charge and spin = 38.7 kcal per mole

CARTESIAN COORDINATES (ANGSTROEM)
Ba (-1.0388, 0.2315, -1.0316)
O (-0.6348, 3.3409, 2.2858)
C (0.5534, 3.9292, 1.9924)
C (1.0814, 4.7921, 2.9524)
C (2.2862, 5.4331, 2.7197)
C (2.9752, 5.2195, 1.5250)
C (2.4399, 4.3572, 0.5803)
C (1.2301, 3.6922, 0.7898)
C (0.6412, 2.7477, -0.2440)
O (-0.5487, 2.2565, 0.0354)
N (1.3566, 2.5161, -1.3180)
N (0.7339, 1.5755, -2.2278)
C (1.0924, 1.6441, -3.4371)
C (0.5010, 0.8082, -4.5400)
C (1.1408, 0.8635, -5.7801)
C (0.6711, 0.1812, -6.8895)
C (-0.5038, -0.5711, -6.7446)
C (-1.1711, -0.6302, -5.5332)
C (-0.6917, 0.0519, -4.3953)
O (-1.3414, -0.0072, -3.2533)
H (-0.8877, 2.8435, 1.4796)
H (0.5201, 4.9529, 3.8666)
H (2.6884, 6.1076, 3.4711)
H (3.9143, 5.7260, 1.3349)
H (2.9582, 4.1731, -0.3551)
H (1.8589, 2.3751, -3.7104)
H (2.0415, 1.4677, -5.8603)
H (1.1886, 0.2376, -7.8380)
H (-0.9036, -1.1136, -7.5954)
H (-2.0857, -1.2022, -5.4185)
C (1.5589, -5.1217, -0.3629)
N (1.5015, -3.7070, 0.0004)
C (2.7882, -3.0888, 0.2696)
C (0.4678, -2.8776, -0.3818)
N (0.5897, -1.6689, -0.7843)
N (-0.7949, -3.5265, -0.2592)
C (-2.1277, -3.1002, -0.5518)
N (-2.9672, -4.1955, -0.5523)
N (-2.4658, -1.8738, -0.6953)
H (1.6892, -5.7560, 0.5168)
H (2.4001, -5.3005, -1.0380)
H (0.6589, -5.4289, -0.8918)
H (3.3675, -3.7561, 0.9079)
H (2.6566, -2.1504, 0.8055)
H (3.3632, -2.9069, -0.6465)
H (1.5638, -1.3909, -0.9049)
H (-0.7591, -4.3598, 0.3000)
H (-2.5620, -5.0858, -0.7877)
H (-3.8881, -4.0446, -0.9262)
H (-3.4516, -1.7692, -0.9588)
C (-0.4515, 1.0518, 5.0012)
As (-1.5024, -0.0238, 3.8560)
C (-2.4051, -1.2227, 5.0111)
C (-2.9034, 1.0961, 3.2287)
S (-0.4216, -1.0420, 2.3728)
H (-1.0537, 1.3561, 5.8581)
H (-0.1148, 1.9263, 4.4382)
H (0.3901, 0.4426, 5.3136)
H (-2.8750, -0.6841, 5.8360)
H (-1.6679, -1.9250, 5.3864)
H (-3.1530, -1.7518, 4.4281)
H (-3.5148, 1.4041, 4.0771)
H (-3.4907, 0.5073, 2.5311)
H (-2.4912, 1.9743, 2.7421)


Entry 3:
ORCA calculation (ωB97M-V/def2-TZVPD) on C21H30BF5GaN7OTe as an isolated structure.

energy above the lowest of the compared OMol25 structures with the same formula, charge and spin = 42.6 kcal per mole

CARTESIAN COORDINATES (ANGSTROEM)
Ga (0.4947, -0.3921, 0.5673)
C (-1.5652, 0.2173, -2.4719)
C (-1.8005, 0.9701, -1.2044)
C (-2.8628, 1.8331, -0.9258)
C (-2.7743, 2.1107, 0.4249)
C (-3.6871, 2.9385, 1.2653)
N (-1.7057, 1.4648, 0.9197)
N (-1.0829, 0.7867, -0.0965)
B (-1.4550, 1.0981, 2.4365)
N (-0.0094, 1.4983, 2.7626)
N (0.8824, 1.4423, 1.7461)
C (1.8547, 2.3075, 2.0307)
C (2.9596, 2.6993, 1.1035)
C (1.6238, 2.8653, 3.2939)
C (0.4183, 2.3457, 3.7158)
C (-0.3454, 2.6077, 4.9682)
N (-1.7415, -0.4013, 2.5779)
N (-1.2891, -1.2123, 1.5782)
C (-2.0779, -2.2807, 1.5458)
C (-2.0317, -3.3480, 0.5025)
C (-3.0289, -2.1827, 2.5781)
C (-2.7952, -0.9789, 3.1962)
C (-3.5191, -0.3383, 4.3323)
H (-2.5270, -0.1154, -2.8611)
H (-0.9557, -0.6662, -2.2909)
H (-1.0934, 0.8273, -3.2424)
H (-3.6179, 2.1770, -1.6120)
H (-4.4068, 3.4453, 0.6256)
H (-3.1345, 3.6884, 1.8308)
H (-4.2350, 2.3213, 1.9777)
H (-2.2079, 1.7216, 3.1205)
H (2.6935, 2.5290, 0.0639)
H (3.8905, 2.1682, 1.3136)
H (3.1593, 3.7629, 1.2347)
H (2.2369, 3.5879, 3.8058)
H (0.1995, 3.3151, 5.5898)
H (-0.4860, 1.6877, 5.5367)
H (-1.3320, 3.0193, 4.7551)
H (-1.5911, -2.9751, -0.4179)
H (-3.0496, -3.6845, 0.3027)
H (-1.4471, -4.2051, 0.8268)
H (-3.7919, -2.9023, 2.8232)
H (-4.2359, -1.0422, 4.7507)
H (-4.0619, 0.5523, 4.0125)
H (-2.8301, -0.0397, 5.1228)
F (0.6635, -4.0387, 1.4268)
Te (1.8366, -3.1666, 0.1989)
F (3.1692, -2.6545, -1.1215)
F (1.4095, -1.2910, 1.9314)
F (1.3386, -4.4883, -0.9988)
F (3.2094, -4.3478, 0.8944)
O (0.5660, -1.9533, -0.5404)
C (1.6482, 0.5912, -2.5399)
C (2.7143, 0.3850, -1.5460)
C (4.1231, 0.4401, -1.7879)
C (4.7139, 0.1367, -0.6067)
C (3.6555, -0.1007, 0.3412)
C (3.9135, -0.4822, 1.7468)
N (2.4491, 0.0809, -0.2542)
H (2.0499, 0.9668, -3.4785)
H (0.9042, 1.2934, -2.1594)
H (1.1514, -0.3643, -2.7229)
H (4.5808, 0.6611, -2.7381)
H (5.7643, 0.0522, -0.3786)
H (4.9228, -0.1716, 2.0165)
H (3.8596, -1.5689, 1.8618)
H (3.1799, -0.0671, 2.4350)


Entry 4:
ORCA calculation (ωB97M-V/def2-TZVPD) on C21H30BN8O5PtS3 as an isolated structure at a distorted geometry.

<S²> = 0.769
charge = +2
multiplicity = 2

CARTESIAN COORDINATES (ANGSTROEM)
Pt (-2.5033, 0.4383, -0.2613)
C (-3.0505, -3.6363, 2.5490)
N (-2.8014, -2.2848, 2.9679)
C (-1.9929, -1.9254, 4.0005)
C (-2.0126, -0.5608, 4.0788)
N (-2.8174, -0.0848, 3.0974)
B (-3.4859, 1.3067, 2.9691)
N (-2.5018, 2.3885, 2.4388)
C (-1.6524, 3.1101, 3.2135)
C (-1.3060, 4.2457, 2.5395)
N (-1.9493, 4.2148, 1.3410)
C (-1.9683, 5.2935, 0.3901)
C (-2.6459, 3.0562, 1.2799)
S (-3.5002, 2.5493, -0.1247)
C (-3.2711, -1.1476, 2.4106)
S (-4.2264, -1.0111, 0.9897)
H (-2.1312, -4.0630, 2.1299)
H (-3.8523, -3.6568, 1.8153)
H (-3.3343, -4.2431, 3.4050)
H (-1.4746, -2.6570, 4.5839)
H (-1.5322, 0.0936, 4.7748)
H (-4.3990, 1.1935, 2.2055)
H (-3.8590, 1.6525, 4.0389)
H (-1.3666, 2.7895, 4.1945)
H (-0.6767, 5.0647, 2.8192)
H (-1.0527, 5.8722, 0.4926)
H (-2.8136, 5.9549, 0.5937)
H (-2.0619, 4.9202, -0.6289)
C (5.7850, -1.2770, -2.2700)
C (5.6783, -2.7745, -2.1901)
S (4.0959, -3.3138, -2.9550)
O (3.7108, -2.3939, -3.9888)
O (4.1199, -4.7057, -3.2487)
C (2.8342, -3.0369, -1.6132)
C (1.4677, -3.1792, -2.2683)
N (0.4348, -2.5342, -1.4898)
C (-0.3539, -1.4925, -1.8761)
N (-1.1823, -1.1480, -0.9004)
C (-0.9345, -1.9651, 0.1538)
C (0.0768, -2.8487, -0.1902)
N (0.5524, -3.8246, 0.6154)
O (-0.0884, -4.0697, 1.6874)
O (1.6320, -4.4563, 0.3827)
C (-0.3161, -0.8628, -3.2115)
H (6.7871, -0.9624, -1.9835)
H (5.0756, -0.7813, -1.6114)
H (5.6070, -0.9468, -3.2903)
H (5.6605, -3.1674, -1.1783)
H (6.4476, -3.2813, -2.7670)
H (2.9952, -2.0255, -1.2428)
H (2.9967, -3.7878, -0.8360)
H (1.2339, -4.2401, -2.3966)
H (1.4960, -2.7097, -3.2530)
H (-1.4133, -1.8919, 1.1017)
H (-0.5362, -1.5920, -3.9904)
H (0.6623, -0.4357, -3.4243)
H (-1.0715, -0.0820, -3.2439)
O (-0.3723, 1.4235, 0.3826)
N (0.0993, 2.3853, -0.3501)
C (1.0713, 3.1767, 0.1497)
C (1.5624, 4.2411, -0.5722)
C (1.0490, 4.5189, -1.8338)
C (0.0714, 3.6731, -2.3452)
C (-0.3765, 2.6141, -1.5901)
H (1.4259, 2.9140, 1.1339)
H (2.3402, 4.8517, -0.1420)
H (1.4092, 5.3557, -2.4066)
H (-0.3509, 3.8402, -3.3240)
H (-1.1430, 1.9189, -1.9279)


no.,electronic energy (a.u.)
1,-1459.343504
2,-4086.769793
3,-3993.911858
4,-2970.521689